(1)
Below is 2 unconnected molecules or ions with the total composition H4NPSi at a distorted geometry, with properties calculated with ωB97M-V/def2-TZVPD.

highest occupied orbital energy (spin up / spin down) = -10.26 / -7.20 eV
ΔE to the lowest compared entry with this formula, charge and spin = 284.9 kJ/mol
net charge = 0
E = -687.8398 Eh
Kohn-Sham gap (spin up / spin down) = 0.3507 / 0.2295 Ha

Cartesian coordinates (Å):
N (-0.443, -0.155, 0.092)
Si (1.282, -0.300, 0.104)
P (-1.981, 0.010, 0.266)
H (1.671, -1.734, -0.108)
H (1.903, 0.580, -0.939)
H (1.665, -0.068, 1.404)
H (-4.096, 1.667, -0.820)

Which charges does Mulliken predict for the atoms? In e, they are: number 1, N, carries -0.006; number 2, Si, carries 0.277; number 3, P, carries 0.041; number 4, H, carries -0.086; number 5, H, carries -0.082; number 6, H, carries -0.098; number 7, H, carries -0.046

=====

(2)
Below is 2 unconnected molecules or ions with the total composition H4NS at a distorted geometry, with properties calculated with ωB97M-V/def2-TZVPD.

highest occupied orbital energy = -2.54 eV
ΔE to the lowest compared entry with this formula, charge and spin = 8.0 kJ/mol
net charge = -1
E = -455.3716 Eh
Kohn-Sham gap = 0.2649 Ha

Cartesian coordinates (Å):
N (1.216, -0.314, -0.069)
H (1.261, 0.049, 0.877)
H (1.663, 0.396, -0.662)
H (0.227, -0.243, -0.347)
S (-2.314, -0.599, 0.180)
H (-2.052, 0.711, 0.021)

Which charges does Mulliken predict for the atoms? In e, they are: number 1, N, carries -0.662; number 2, H, carries 0.223; number 3, H, carries 0.178; number 4, H, carries 0.201; number 5, S, carries -0.891; number 6, H, carries -0.049

=====

(3)
Below is 2 unconnected molecules or ions with the total composition H4NS at a distorted geometry, with properties calculated with ωB97M-V/def2-TZVPD.

highest occupied orbital energy = -2.51 eV
ΔE to the lowest compared entry with this formula, charge and spin = 15.2 kJ/mol
net charge = -1
E = -455.3689 Eh
Kohn-Sham gap = 0.2592 Ha

Cartesian coordinates (Å):
N (-0.273, 0.735, -1.315)
H (-0.463, 1.620, -0.799)
H (-0.472, 0.057, -0.606)
H (0.693, 0.708, -1.524)
S (0.329, -2.057, 1.636)
H (0.187, -1.063, 2.608)

Which charges does Mulliken predict for the atoms? In e, they are: number 1, N, carries -0.715; number 2, H, carries 0.192; number 3, H, carries 0.284; number 4, H, carries 0.213; number 5, S, carries -0.926; number 6, H, carries -0.049

=====

(4)
Below is a molecular structure, H4Na9O10S2 at a distorted geometry, with properties calculated with ωB97M-V/def2-TZVPD.

highest occupied orbital energy = -19.47 eV
net charge = +5
E = -3010.0931 Eh
Kohn-Sham gap = 0.0747 Ha

Cartesian coordinates (Å):
Na (1.771, -2.092, -3.567)
Na (-1.517, -0.125, 1.778)
Na (-0.452, 3.218, -1.146)
Na (-2.346, -1.324, -1.614)
Na (2.640, 1.185, -2.939)
Na (4.367, -0.118, 0.247)
Na (2.047, -2.102, 2.094)
Na (0.121, -3.803, -0.510)
Na (1.764, 1.845, 1.560)
S (0.614, -0.250, -0.516)
O (1.853, -0.429, 0.296)
O (-0.025, 1.017, -0.153)
O (0.996, -0.218, -1.940)
O (-0.405, -1.287, -0.199)
S (-1.599, 2.875, 2.192)
O (-2.743, 1.954, 2.146)
O (-1.795, 3.790, 3.305)
O (-0.368, 2.075, 2.487)
O (-1.445, 3.620, 0.937)
O (0.151, -3.663, 1.945)
H (-0.689, -3.185, 2.017)
H (0.056, -4.410, 2.578)
O (-1.209, 0.158, -3.733)
H (-0.362, 0.194, -3.297)
H (-1.423, 1.075, -3.966)

These are the Mulliken partial charges, in e, on atoms 1 to 8: number 1, Na, carries 0.908; number 2, Na, carries 0.749; number 3, Na, carries 0.939; number 4, Na, carries 0.939; number 5, Na, carries 0.968; number 6, Na, carries 0.957; number 7, Na, carries 0.879; number 8, Na, carries 0.921

=====

(5)
Below is 2 unconnected molecules or ions with the total composition H4O2 at a distorted geometry, with properties calculated with ωB97M-V/def2-TZVPD.

highest occupied orbital energy (spin up / spin down) = 1.15 / -6.50 eV
multiplicity = 2
ΔE to the lowest compared entry with this formula, charge and spin = 34.6 kJ/mol
net charge = -1
E = -152.8227 Eh
Kohn-Sham gap (spin up / spin down) = 0.1313 / 0.4083 Ha

Cartesian coordinates (Å):
H (1.448, -1.164, 1.043)
H (0.396, -0.787, -0.036)
O (1.316, -1.273, 0.160)
H (-1.694, 1.194, 0.108)
H (-0.641, 1.153, -1.092)
O (-0.825, 0.877, -0.183)

Which charges does Mulliken predict for the atoms? In e, they are: number 1, H, carries 0.376; number 2, H, carries 0.619; number 3, O, carries -1.267; number 4, H, carries 1.002; number 5, H, carries 0.688; number 6, O, carries -2.418

=====

(6)
Below is 2 unconnected molecules or ions with the total composition H4O2 at a distorted geometry, with properties calculated with ωB97M-V/def2-TZVPD.

highest occupied orbital energy = -11.69 eV
SMILES = O.O
ΔE to the lowest compared entry with this formula, charge and spin = 30.0 kJ/mol
net charge = 0
E = -152.8635 Eh
Kohn-Sham gap = 0.4491 Ha

Cartesian coordinates (Å):
O (-1.976, -0.050, -0.086)
H (-1.467, -0.548, 0.610)
H (-1.750, 0.911, 0.040)
O (1.950, 0.115, 0.023)
H (1.101, -0.217, 0.325)
H (2.325, -0.666, -0.472)

Which charges does Mulliken predict for the atoms? In e, they are: number 1, O, carries -0.646; number 2, H, carries 0.311; number 3, H, carries 0.336; number 4, O, carries -0.633; number 5, H, carries 0.305; number 6, H, carries 0.327